Entry 1:
Here is C3H9NOS in the gas phase at a distorted geometry from the Open Molecules 2025 dataset. Energies are from ωB97M-V with the def2-TZVPD basis set.

Element x y z (Å)
C 2.192 -0.609 -0.120
N 1.046 0.014 0.434
S -0.378 -0.411 -0.053
C -1.177 0.192 1.491
C -1.052 0.902 -1.362
O -0.823 -1.715 -0.546
H 1.879 -1.648 -0.332
H 2.799 -0.253 -1.108
H 2.992 -0.513 0.643
H -1.419 -0.608 2.207
H -2.070 0.755 1.527
H -0.282 0.826 1.794
H -0.873 0.407 -2.236
H -2.152 0.838 -1.139
H -0.681 1.823 -1.200

Output
- highest occupied orbital energy (eV) = -8.616
- energy above the lowest of the compared OMol25 structures with the same formula, charge and spin (kJ/mol) = 390.0
- total charge = 0
- frontier orbital gap (eV) = 9.39
- SMILES = CN=S(C)(C)=O
- calculated total energy (Ha) = -647.749529

Löwdin population analysis, charges in e, atoms 1 to 6: C -0.256; N -0.362; S 0.758; C -0.164; C -0.074; O -0.376

=====

Entry 2:
Here is a gas-phase ion, C2H4NO2S (charge +1) at a distorted geometry from the Open Molecules 2025 dataset. Energies are from ωB97M-V with the def2-TZVPD basis set.

Element x y z (Å)
C -0.284 -2.427 -0.117
N -0.605 -1.340 -0.173
S -0.822 0.759 -0.019
C 0.936 1.158 0.059
O -1.340 0.927 -1.311
O -1.648 0.841 1.282
H -0.158 -3.570 -0.034
H 1.248 2.221 -0.317
H 1.166 0.896 1.210
H 1.506 0.535 -0.581

Output
- highest occupied orbital energy (eV) = -17.396
- energy above the lowest of the compared OMol25 structures with the same formula, charge and spin (kJ/mol) = 117.2
- total charge = +1
- frontier orbital gap (eV) = 11.27
- SMILES = C#[N+]S(C)(=O)=O
- calculated total energy (Ha) = -681.619715

Löwdin population analysis, charges in e, atoms 1 to 6: C 0.150; N 0.078; S 0.863; C -0.124; O -0.222; O -0.249

=====

Entry 3:
Here is C5H10N2O in the gas phase at a distorted geometry from the Open Molecules 2025 dataset. Energies are from ωB97M-V with the def2-TZVPD basis set.

Element x y z (Å)
C 1.764 -0.709 0.168
N 0.583 -0.227 0.885
C -0.958 -0.313 0.366
C -1.171 -1.538 -0.499
C -0.939 1.026 -0.274
O -2.109 1.752 -0.369
C 0.255 1.609 -0.100
N 1.060 2.458 -0.460
H 1.618 -0.661 -0.912
H 2.017 -1.724 0.483
H 2.619 -0.078 0.431
H 0.535 -0.701 1.785
H -1.655 -0.331 1.216
H -0.468 -1.600 -1.333
H -1.108 -2.456 0.098
H -2.170 -1.492 -0.947
H -1.861 2.686 -0.480
H 1.986 2.299 -0.057

Output
- highest occupied orbital energy (eV) = -6.613
- energy above the lowest of the compared OMol25 structures with the same formula, charge and spin (kJ/mol) = 448.2
- total charge = 0
- frontier orbital gap (eV) = 7.38
- SMILES = CN[C@H](C)C(O)=C=N
- calculated total energy (Ha) = -381.114737

Löwdin population analysis, charges in e, atoms 1 to 6: C -0.122; N -0.076; C -0.251; C -0.066; C -0.342; O 0.013

=====

Entry 4:
Here is 10 unconnected molecules or ions with the total composition C14H32O18 at a distorted geometry from the Open Molecules 2025 dataset. Energies are from ωB97M-V with the def2-TZVPD basis set.

Element x y z (Å)
O -4.538 -4.155 1.660
C -3.468 -4.106 1.159
O -3.186 -4.631 -0.084
C -1.866 -4.328 -0.499
C -1.251 -3.793 0.788
O -2.286 -3.761 1.755
H -1.267 -5.090 -0.995
H -1.953 -3.538 -1.254
H -0.724 -2.854 0.626
H -0.569 -4.548 1.185
O 0.218 1.020 -6.707
C 0.492 1.665 -5.767
O 0.460 3.028 -5.734
C 0.969 3.483 -4.479
C 0.986 2.208 -3.663
O 1.025 1.157 -4.629
H 1.945 3.933 -4.658
H 0.316 4.158 -3.926
H 0.088 2.106 -3.048
H 1.874 2.103 -3.037
O 2.079 -1.911 2.360
C 1.178 -1.808 3.137
O 0.469 -2.734 3.753
C -0.611 -2.146 4.505
C -0.269 -0.677 4.486
O 0.782 -0.555 3.539
H -1.522 -2.262 3.920
H -0.550 -2.558 5.507
H 0.080 -0.258 5.442
H -1.184 -0.078 4.427
O 4.691 -0.777 -5.250
C 3.844 -0.962 -4.424
O 2.650 -1.502 -4.622
C 1.942 -1.606 -3.375
C 2.846 -0.882 -2.371
O 3.991 -0.543 -3.151
H 0.967 -1.156 -3.537
H 1.911 -2.668 -3.127
H 2.961 -1.457 -1.456
H 2.405 0.095 -2.155
C 1.318 1.479 0.223
C -0.020 0.871 0.618
O -1.082 1.550 -0.087
H 2.186 0.851 0.449
H 1.590 2.359 0.820
H 1.357 1.743 -0.829
H -0.212 0.792 1.680
H 0.012 -0.127 0.170
H -1.471 0.879 -0.660
O 2.629 3.624 3.349
H 2.844 2.690 3.458
H 3.331 4.090 3.817
O -2.916 -0.755 -0.554
H -3.422 -1.442 -1.006
H -3.563 -0.294 -0.005
O -3.064 1.110 3.363
H -3.520 1.389 2.561
H -2.198 1.531 3.297
O -3.127 3.838 1.338
H -2.692 3.935 2.193
H -2.635 3.130 0.896
O -0.801 3.019 2.979
H -0.076 2.418 3.190
H -0.392 3.708 2.439

Output
- highest occupied orbital energy (eV) = -10.905
- total charge = 0
- frontier orbital gap (eV) = 10.70
- SMILES = O=C1OCCO1.O=C1OCCO1.O=C1OCCO1.O=C1OCCO1.CCO.O.O.O.O.O
- calculated total energy (Ha) = -1906.964486

Löwdin population analysis, charges in e, atoms 1 to 6: O 0.182; C -0.532; O 0.049; C -0.128; C -0.131; O 0.049

=====

Entry 5:
Here is a molecular structure, C37H47InN5O6 from the Open Molecules 2025 dataset. Energies are from ωB97M-V with the def2-TZVPD basis set.

Element x y z (Å)
In -0.411 -0.452 -0.708
C -4.019 0.585 -1.683
C -3.841 0.969 -0.212
C -5.169 0.863 0.543
C -3.240 2.354 -0.060
C -3.839 3.432 -0.710
C -3.309 4.704 -0.631
C -2.164 4.929 0.122
C -1.532 3.890 0.785
C -0.293 4.131 1.635
C 0.988 3.926 0.826
C -0.294 5.510 2.296
C -2.076 2.599 0.672
N -1.338 1.546 1.262
C -1.798 0.920 2.267
C -1.021 -0.177 2.837
N 0.129 -0.439 2.361
C 0.848 -1.555 2.833
C 0.384 -2.872 2.680
C 1.179 -3.902 3.178
C 2.384 -3.647 3.809
C 2.840 -2.342 3.921
C 2.097 -1.285 3.416
C 2.578 0.148 3.544
C 2.238 0.691 4.935
C 4.068 0.304 3.248
C -0.904 -3.218 1.952
C -1.959 -3.768 2.915
C -0.656 -4.208 0.811
H -4.304 -0.466 -1.763
H -3.088 0.716 -2.237
H -4.800 1.182 -2.159
H -3.147 0.242 0.216
H -5.893 1.581 0.151
H -5.042 1.069 1.608
H -5.591 -0.139 0.435
H -4.731 3.262 -1.301
H -3.784 5.524 -1.155
H -1.762 5.931 0.190
H -0.292 3.383 2.432
H 1.007 4.589 -0.040
H 1.053 2.907 0.457
H 1.864 4.131 1.449
H -0.100 6.301 1.568
H 0.496 5.560 3.048
H -1.247 5.724 2.783
H -2.780 1.142 2.697
H -1.470 -0.765 3.643
H 0.845 -4.926 3.068
H 2.976 -4.466 4.199
H 3.795 -2.145 4.391
H 2.022 0.735 2.810
H 2.745 0.108 5.708
H 1.164 0.641 5.125
H 2.555 1.732 5.030
H 4.684 -0.146 4.031
H 4.325 1.365 3.199
H 4.325 -0.159 2.297
H -1.294 -2.307 1.493
H -1.595 -4.672 3.410
H -2.871 -4.024 2.373
H -2.214 -3.047 3.693
H -0.350 -5.186 1.190
H 0.113 -3.838 0.133
H -1.572 -4.344 0.233
C 4.233 -0.606 -1.913
C 2.855 -0.206 -1.463
N 2.196 -0.850 -0.566
O 2.843 -2.005 -0.081
C 2.213 0.960 -2.068
C 2.987 2.044 -2.754
N 0.910 1.038 -1.959
O 0.277 2.051 -2.400
H 4.387 -1.666 -1.747
H 4.990 -0.061 -1.343
H 4.372 -0.376 -2.967
H 2.120 -2.488 0.343
H 3.854 1.662 -3.291
H 3.337 2.799 -2.041
H 2.319 2.545 -3.453
O 0.329 -2.964 -1.814
C 0.468 -3.246 -2.991
C -0.010 -2.517 -4.147
C 0.374 -3.007 -5.390
C 0.022 -2.355 -6.550
C -0.719 -1.153 -6.492
C -1.120 -0.655 -5.295
C -0.837 -1.329 -4.047
O -1.295 -0.896 -2.967
N 0.426 -2.890 -7.820
O 1.042 -3.948 -7.845
O 0.135 -2.265 -8.832
H 1.035 -4.164 -3.254
H 0.966 -3.912 -5.456
H -0.949 -0.646 -7.420
H -1.675 0.271 -5.225

Output
- highest occupied orbital energy (eV) = -4.226
- energy above the lowest of the compared OMol25 structures with the same formula, charge and spin (kJ/mol) = 12.7
- total charge = -1
- frontier orbital gap (eV) = 6.03
- calculated total energy (Ha) = -2353.361461

Löwdin population analysis, charges in e, atoms 1 to 6: In 0.957; C -0.065; C -0.397; C -0.065; C -0.135; C -0.039

=====

Entry 6:
Here is 2 unconnected molecules or ions with the total composition C5H14N2O at a distorted geometry from the Open Molecules 2025 dataset. Energies are from ωB97M-V with the def2-TZVPD basis set.

Element x y z (Å)
C -0.405 0.452 2.282
C -1.622 0.038 1.472
C -1.552 0.590 0.014
C -0.467 -0.035 -0.835
N 0.120 0.814 -1.847
C -0.012 -1.283 -0.758
N 0.961 -1.771 -1.636
H -0.449 0.093 3.318
H -0.384 1.542 2.399
H 0.507 0.058 1.836
H -2.553 0.422 1.869
H -1.734 -1.043 1.475
H -2.514 0.386 -0.448
H -1.273 1.635 0.175
H -0.289 0.570 -2.743
H -0.114 1.776 -1.642
H -0.468 -1.973 -0.066
H 1.565 -1.070 -2.039
H 1.333 -2.682 -1.400
O 3.363 0.651 -0.181
H 3.010 -0.245 -0.279
H 2.976 1.074 -0.965

Output
- highest occupied orbital energy (eV) = -7.603
- energy above the lowest of the compared OMol25 structures with the same formula, charge and spin (kJ/mol) = 164.4
- total charge = 0
- frontier orbital gap (eV) = 8.51
- SMILES = CCC/C(N)=C/N.O
- calculated total energy (Ha) = -383.638090

Löwdin population analysis, charges in e, atoms 1 to 6: C -0.110; C -0.266; C -0.160; C -0.362; N 0.058; C -0.180